ORCA calculation (wB97M-V/def2-TZVPD) on the molecule C26H41F2I2N3O5S2.

Computed properties:
HOMO in eV: -8.199
LUMO energy in hartree: -0.02404
Orbital gap in eV: 7.545

Geometry as ORCA input:
```
! RIJCOSX wB97M-V def2-TZVPD def2/J DEFGRID3
* xyz 0 1
C 1.199 2.088 2.652
O 2.213 1.069 2.969
C 2.955 0.628 1.774
C 2.892 -1.006 1.717
F 3.050 -1.464 3.150
N 3.996 -1.684 0.952
C 4.615 -0.845 -0.131
C 3.587 -0.462 -1.378
C 4.227 0.624 -2.445
S 4.842 2.213 -1.668
C 3.582 3.597 -1.778
S 2.206 3.522 -2.815
N 3.839 4.817 -0.872
C 3.568 6.114 -1.602
C 3.933 7.372 -0.564
O 2.907 7.402 0.530
C 3.169 6.141 1.288
C 2.910 4.824 0.322
C 1.382 -1.579 1.276
O 0.656 -1.901 2.521
F 0.679 -0.435 0.652
O 1.636 -2.722 0.391
C 0.466 -3.594 0.228
C -0.784 -2.943 -0.610
C -1.938 -2.526 0.525
C -3.344 -2.085 -0.246
N -4.286 -1.445 0.750
C -4.573 0.004 0.421
C -6.139 0.123 -0.102
C -6.552 -0.271 -1.651
C -8.093 -0.114 -2.200
C -9.276 0.409 -1.174
C -8.902 0.795 0.375
C -7.349 0.675 0.902
O -7.101 1.089 2.309
C 0.996 -4.888 -0.691
I 1.751 -4.314 -2.663
C -0.105 -6.109 -0.755
C 0.469 -7.578 -0.307
I -0.756 -6.290 -2.882
H 1.426 2.733 1.700
H 0.103 1.616 2.646
H 1.196 2.851 3.568
H 2.659 1.180 0.786
H 4.096 0.912 1.975
H 4.774 -1.944 1.600
H 5.226 0.101 0.265
H 5.450 -1.532 -0.640
H 3.357 -1.440 -2.021
H 2.562 -0.021 -1.029
H 5.109 0.086 -3.020
H 3.390 0.872 -3.245
H 4.156 6.187 -2.613
H 2.394 6.219 -1.791
H 5.022 7.313 -0.138
H 3.805 8.413 -1.127
H 2.507 6.120 2.253
H 4.297 6.194 1.657
H 3.136 3.867 0.960
H 1.794 4.855 -0.099
H 0.131 -1.085 2.771
H 0.053 -4.071 1.213
H -1.303 -3.667 -1.372
H -0.433 -1.999 -1.250
H -1.574 -1.606 1.150
H -2.078 -3.423 1.269
H -3.792 -3.081 -0.680
H -3.045 -1.388 -1.148
H -5.177 -1.993 0.681
H -3.802 0.490 -0.337
H -4.466 0.612 1.441
H -5.725 -0.672 -2.379
H -8.380 -0.362 -3.307
H -10.409 0.516 -1.491
H -9.745 1.155 1.102
H -7.786 1.829 2.474
H 1.926 -5.318 -0.082
H -1.101 -5.857 -0.167
H 0.819 -8.122 -1.305
H -0.444 -8.234 0.094
H 1.349 -7.554 0.466
*
```



ORCA calculation (wB97M-V/def2-TZVPD) on a structure of composition C18H16F3N8O3S2Sr.

Computed properties:
HOMO in eV: -12.047
ΔE to the lowest compared entry with this formula, charge and spin in kcal per mole: 20.9
LUMO energy in hartree: -0.12030
Orbital gap in eV: 8.773

Geometry as ORCA input:
```
! RIJCOSX wB97M-V def2-TZVPD def2/J DEFGRID3
* xyz 1 1
Sr 0.745 -0.353 0.479
S 1.179 -7.828 -0.665
N 2.381 -6.756 -0.563
C 1.797 -5.569 -0.651
C 2.510 -4.284 -0.629
C 3.898 -4.195 -0.565
C 4.503 -2.963 -0.545
C 3.695 -1.832 -0.550
N 2.368 -1.899 -0.618
C 1.770 -3.116 -0.682
C 0.263 -3.173 -0.842
N -0.410 -2.007 -0.982
C -1.727 -2.038 -1.139
C -2.457 -3.222 -1.174
C -1.777 -4.406 -1.037
C -0.393 -4.391 -0.874
C 0.404 -5.619 -0.757
N -0.098 -6.846 -0.748
H 4.486 -5.105 -0.535
H 5.578 -2.857 -0.509
H 4.135 -0.843 -0.508
H -2.223 -1.081 -1.252
H -3.529 -3.193 -1.310
H -2.298 -5.357 -1.059
F -1.977 0.758 3.925
C -1.196 0.699 2.873
F -0.669 1.898 2.611
F -1.913 0.343 1.777
S 0.153 -0.569 3.139
O -0.219 -1.617 2.158
O 0.128 -0.924 4.514
O 1.348 0.147 2.629
C -2.616 5.630 -1.032
C -1.379 5.772 -0.148
C -1.640 5.268 1.268
C -0.080 5.234 -0.729
N 0.056 3.736 -0.696
C -0.802 2.751 -0.925
N -0.184 1.603 -0.792
N 1.108 1.931 -0.462
N 1.252 3.206 -0.400
H -3.402 6.293 -0.668
H -3.049 4.625 -1.010
H -2.424 5.889 -2.076
H -1.155 6.842 -0.090
H -1.820 4.188 1.296
H -2.531 5.740 1.684
H -0.806 5.473 1.944
H 0.765 5.571 -0.137
H 0.086 5.545 -1.757
H -1.834 2.901 -1.181
*
```



ORCA calculation (wB97M-V/def2-TZVPD) on a structure of composition C35H38ClCsN5O6SSbTe.

Computed properties:
HOMO in eV: -1.309
ΔE to the lowest compared entry with this formula, charge and spin in kcal per mole: 38.4
LUMO energy in hartree: 0.13429
Orbital gap in eV: 4.963

Geometry as ORCA input:
```
! RIJCOSX wB97M-V def2-TZVPD def2/J DEFGRID3
* xyz -2 1
Cs -0.477 -1.412 -1.425
C 3.348 -4.921 2.258
C 2.597 -3.989 1.504
N 2.531 -2.720 1.804
C 3.204 -2.233 2.883
C 3.986 -3.087 3.693
C 4.031 -4.458 3.342
C 4.707 -2.589 4.810
C 4.623 -1.247 5.073
C 3.868 -0.372 4.282
C 3.122 -0.797 3.171
N 2.300 -0.051 2.420
C 2.487 1.264 2.210
C 3.708 1.954 2.252
C 3.855 3.271 1.797
C 2.806 3.994 1.298
C 1.529 3.371 1.271
C 0.397 4.047 0.753
C -0.817 3.436 0.728
C -0.907 2.129 1.261
N 0.113 1.480 1.752
C 1.348 2.055 1.743
H 3.363 -5.963 1.965
H 2.036 -4.316 0.633
H 4.626 -5.128 3.957
H 5.297 -3.264 5.418
H 5.153 -0.828 5.924
H 3.833 0.672 4.563
H 4.593 1.420 2.570
H 4.850 3.708 1.827
H 2.920 5.004 0.924
H 0.528 5.050 0.361
H -1.693 3.910 0.305
H -1.859 1.603 1.252
C -5.500 6.113 -1.886
C -4.707 4.840 -2.007
C -4.630 3.935 -0.954
C -3.913 2.753 -1.076
C -3.259 2.462 -2.264
C -3.336 3.347 -3.331
C -4.052 4.527 -3.196
S -2.255 0.993 -2.404
O -2.342 0.602 -3.801
O -0.938 1.375 -1.940
N -2.862 -0.011 -1.388
C -3.967 -0.796 -1.627
C -4.774 -0.767 -2.782
C -5.862 -1.609 -2.862
C -6.144 -2.481 -1.818
C -5.286 -2.451 -0.732
N -4.233 -1.648 -0.615
H -5.540 6.461 -0.853
H -6.530 5.980 -2.227
H -5.059 6.907 -2.491
H -5.131 4.157 -0.018
H -3.851 2.045 -0.259
H -2.836 3.109 -4.260
H -4.102 5.225 -4.025
H -4.537 -0.108 -3.603
H -6.482 -1.578 -3.752
H -6.980 -3.168 -1.836
H -5.455 -3.122 0.106
O -0.447 -5.004 -3.048
Cl 0.537 -4.302 -2.269
O -0.016 -3.995 -0.948
O 1.742 -5.072 -2.120
O 0.845 -3.028 -2.922
C -2.483 -0.916 2.612
Te -0.500 -1.603 2.233
C -1.180 -3.643 2.218
H -3.101 -1.061 1.728
H -2.422 0.136 2.882
H -2.864 -1.480 3.464
H -1.005 -4.094 3.192
H -0.677 -4.211 1.439
H -2.247 -3.614 1.994
C 4.200 0.887 -3.613
Sb 2.906 -0.424 -2.529
C 3.994 -2.206 -2.982
C 3.749 -0.108 -0.606
H 5.226 0.726 -3.272
H 3.934 1.932 -3.461
H 4.138 0.669 -4.681
H 5.053 -2.026 -2.778
H 3.854 -2.466 -4.031
H 3.632 -3.039 -2.383
H 4.832 -0.240 -0.672
H 3.330 -0.802 0.124
H 3.525 0.898 -0.255
*
```



ORCA calculation (wB97M-V/def2-TZVPD) on a cluster of 2 separate species, C3H4OS in total.

Computed properties:
HOMO (spin up / spin down) in eV: -9.256 / -7.991
ΔE to the lowest compared entry with this formula, charge and spin in kcal per mole: 123.8
LUMO energy (spin up / spin down) in hartree: -0.01368 / -0.05639
Orbital gap (spin up / spin down) in eV: 8.884 / 6.457

Geometry as ORCA input:
```
! RIJCOSX wB97M-V def2-TZVPD def2/J DEFGRID3
* xyz 0 1
C 0.150 0.329 -1.291
C 0.794 -0.506 -0.755
C 1.605 -1.422 -0.255
O -1.603 1.484 1.581
S -2.716 0.936 0.474
H -0.133 1.155 -1.814
H 2.592 -1.146 -0.267
H 1.197 -2.492 -0.199
H -1.885 1.663 2.527
*
```



Asked for max |F| across the records above, the calculation gives 4.43 2.63 1.79 4.20 eV/A in order.